No. 1
C25H69N12O18V as an isolated structure, computed with the ωB97M-V functional and the def2-TZVPD basis.

Element x y z (Å)
V: -0.980397 0.640157 -0.837266
O: -5.009107 2.087957 -2.064026
O: 7.139923 2.149797 4.003034
O: -0.447537 -8.049173 1.182404
O: -0.458957 -0.400903 -2.728606
O: -3.704617 -1.290463 -3.273506
O: -1.298067 -5.962283 -3.310116
O: -2.427807 0.706457 0.656064
O: -0.652667 -1.276983 0.021254
O: -4.127997 -2.316813 -1.440366
O: 0.852603 1.522977 -1.262106
O: 4.041683 3.486077 -4.060626
O: 0.989903 3.283277 5.373324
O: 3.640403 3.592227 0.592504
O: -1.312137 5.352647 -0.778476
O: 0.549183 1.223037 0.623554
O: -2.821947 -1.367063 5.564994
O: -0.386737 2.581997 -0.221396
O: -2.889697 -0.632953 -1.440506
N: -0.065997 -3.250753 0.855804
N: -0.239457 3.570377 3.629224
N: 1.025653 1.864457 3.610724
N: -1.473107 -5.689263 -0.048716
N: 3.959263 1.261397 2.331984
N: -2.183677 1.728877 -2.417116
N: -3.594997 -1.457103 -2.079476
N: -4.598487 0.679247 1.193504
N: 3.734743 1.640417 -2.766156
N: -3.400727 2.327017 1.720624
N: 2.146803 2.303087 -4.054096
N: 0.977583 -1.464033 1.340374
C: 4.921203 1.828947 3.268064
C: 6.294003 1.252787 3.311854
C: 7.127173 1.892187 5.456604
C: -3.397057 1.139967 1.322434
C: -0.493987 5.516627 -1.901466
C: 0.024253 -1.981073 0.722944
C: 0.551353 -8.907663 1.748554
C: -1.021237 0.302157 -3.948776
C: -2.874457 3.032417 -2.233456
C: 0.798653 2.108367 -0.174086
C: -6.303517 1.913357 -2.569396
C: 0.056913 -1.642153 -3.067596
C: -2.428417 -5.658133 -1.119606
C: 4.296243 1.370187 0.893354
C: -2.239627 -0.243603 4.833844
C: 4.740183 2.732107 0.232444
C: -0.963857 -6.999923 2.017324
C: -1.967007 -6.248543 1.227114
C: -1.844147 -4.978533 -2.417926
C: -0.244957 -5.425513 -4.154966
C: 3.439083 4.661127 -0.289926
C: 0.639613 2.919227 4.256594
C: -1.531317 1.735617 -3.736766
C: 3.365023 2.597197 -3.674796
C: -4.281857 3.108127 -2.680656
H: 0.812963 1.610527 2.656584
H: 0.237233 4.737417 -2.116516
H: -0.418887 3.366847 2.656354
H: 7.786013 1.146727 5.901924
H: -6.752227 2.906717 -2.570406
H: -6.951687 1.267957 -1.976586
H: -2.571477 2.900627 1.779164
H: 1.572613 -1.857123 2.055574
H: 0.091683 6.431497 -1.811496
H: 0.657733 -2.000203 -2.231576
H: -0.493987 4.464817 4.023304
H: -3.373747 -5.172943 -0.876606
H: 4.940423 0.585577 0.496474
H: 0.598613 -5.169173 -3.514046
H: 2.705223 5.436887 -0.071416
H: -2.789867 3.290767 -1.177896
H: -2.809367 -6.940103 1.210554
H: 1.119073 -0.495263 1.092274
H: -2.972207 1.099547 -2.464646
H: -1.441717 -7.383173 2.918914
H: 1.636833 1.216157 4.086404
H: 4.351643 5.179147 -0.584866
H: -1.317337 -4.066783 -2.136336
H: -1.087797 5.574277 -2.813706
H: 4.688343 1.463377 -2.484346
H: 4.396323 1.703167 4.215044
H: 1.472643 1.773887 -3.519716
H: -4.709557 4.103457 -2.560266
H: -0.125057 -6.351853 2.271334
H: 4.875103 2.898367 3.062374
H: -1.718627 -0.335803 -4.491686
H: 5.620073 3.129037 0.738734
H: 2.995673 1.173137 -2.260656
H: -1.050617 4.510797 -0.398346
H: -3.405097 -0.917143 6.180714
H: -1.748187 -0.597253 3.927464
H: -6.283987 1.598337 -3.612696
H: -2.601747 -6.633203 -1.574906
H: -0.590237 -4.548903 -4.703086
H: 6.586503 1.370267 2.268424
H: 1.427973 -8.319933 2.020964
H: -0.949167 -3.665683 0.595134
H: 0.087953 -6.168983 -4.879206
H: -0.668017 -2.431363 -3.266876
H: 3.043663 1.664397 2.471154
H: -4.285957 2.719617 2.007574
H: 0.775013 -1.553123 -3.882776
H: 3.113763 4.184617 -1.214706
H: -0.161487 0.452947 -4.601596
H: 0.877003 -9.749313 1.137254
H: 0.404053 -9.219203 2.782644
H: -2.622237 -4.441083 -2.959976
H: -4.247427 2.960387 -3.760046
H: -0.816707 2.542267 -3.900276
H: -3.035967 0.483547 4.675114
H: 7.354283 2.829237 5.964994
H: -1.471207 0.273757 5.408274
H: -4.822327 -0.089163 0.577424
H: -2.407207 3.881247 -2.732716
H: -0.659087 -6.270503 -0.188816
H: 4.985533 2.686407 -0.828606
H: 6.281643 0.232277 3.694624
H: -2.187667 1.969947 -4.574846
H: 3.531503 1.090387 0.168794
H: 0.584203 -3.671343 1.504224
H: -5.274237 0.975117 1.883364
H: -2.378637 -5.442283 1.834244
H: 1.787513 3.000867 -4.689796
H: 6.156043 1.735557 5.926154

Cartesian forces, eV/Å:
1.5 1.3 0.9
0.1 -0.8 0.9
0.3 -1.2 2.7
-0.1 -1.0 0.2
-1.8 2.7 -1.2
-0.5 -0.3 -2.3
1.2 0.9 0.1
0.7 -0.7 1.0
-3.3 2.0 -3.5
-1.5 -2.3 0.7
6.8 -1.8 -10.1
1.7 2.2 -1.3
0.8 -0.5 0.8
-0.1 0.3 0.4
0.1 -0.1 0.2
5.5 -6.9 11.8
0.6 1.0 -0.6
-6.6 11.0 -0.4
0.3 0.7 0.5
-1.5 -3.7 0.1
-4.9 4.1 -3.4
2.6 -4.4 -0.9
0.0 -0.5 2.1
0.3 -1.2 -2.3
-0.5 1.9 -0.8
1.2 1.6 0.9
-3.5 -2.9 0.6
1.1 -0.8 1.2
0.5 6.5 3.8
-3.8 1.0 -2.6
5.7 4.0 3.6
-2.7 0.8 0.6
-0.3 1.1 -1.2
-0.4 1.6 0.0
2.4 -2.0 -5.6
0.5 0.6 -0.8
-0.3 -0.5 -0.4
0.7 1.5 1.2
1.8 0.1 -0.4
1.0 1.2 1.9
-7.7 -4.0 -1.9
-0.4 1.2 -0.6
1.3 -1.2 0.4
0.9 -0.1 -2.9
0.6 0.1 -1.9
-0.2 -0.5 0.7
-0.5 -0.1 2.7
1.6 -0.5 -0.3
-1.4 0.6 0.0
-1.6 0.5 0.5
-0.7 -0.3 0.9
0.3 -0.3 -2.1
1.9 0.0 3.8
-0.2 -1.6 0.4
0.9 -2.7 2.5
-0.3 -0.9 -1.0
-0.4 0.3 -0.2
-0.1 -0.5 0.5
-0.1 0.3 0.1
0.4 -0.3 -0.9
-0.5 0.1 0.0
0.6 -0.2 0.1
-0.1 -0.3 0.0
-0.3 -0.2 -0.4
-0.1 0.2 -0.1
-0.1 0.1 0.2
0.0 -0.1 -0.3
0.2 0.0 0.4
1.1 -0.1 0.9
0.2 0.2 -0.1
-0.1 -0.5 1.0
-0.2 -0.1 0.1
-0.3 -0.2 -1.1
0.4 0.5 0.3
-0.1 -1.0 0.0
0.1 -0.1 0.1
-0.1 0.2 0.0
0.4 0.1 0.4
1.6 -0.6 0.1
-0.2 0.3 -0.1
-0.3 0.4 -0.2
0.2 0.1 0.4
0.4 0.1 0.2
-0.1 0.2 0.5
0.3 0.1 0.4
1.1 0.4 0.3
-0.2 -0.1 0.7
0.3 0.1 0.0
0.2 -0.1 0.0
0.1 -0.6 0.3
-0.1 -0.4 0.3
-0.5 -0.1 -0.1
0.0 -0.4 -0.1
-0.6 -0.6 0.6
-0.1 0.1 0.0
0.7 -0.9 -0.1
0.6 0.5 -0.9
0.3 -0.9 -0.1
-0.3 -0.2 0.2
-0.4 0.4 -0.2
0.2 0.2 0.1
0.5 0.3 0.0
-0.2 0.1 -0.4
-0.3 0.3 -0.5
0.3 -0.5 -0.2
-0.6 0.3 -0.3
-1.4 -0.7 0.0
-0.8 -0.5 -0.1
-0.4 -0.2 -0.5
0.7 -0.3 1.1
0.1 0.1 -0.6
0.6 0.2 -0.4
0.1 -0.1 0.3
0.3 -0.1 0.2
0.6 -0.4 -0.1
0.0 0.0 -1.2
-0.6 -0.1 0.0
0.3 -0.1 -0.2
-0.8 -0.4 0.1
-1.4 0.1 0.9
-0.6 -0.4 -0.3
-0.2 -0.4 -0.4
0.2 0.3 0.3
-0.4 -0.1 0.1
-0.6 -0.5 -0.8

Computed properties:
* multiplicity: 3
* HOMO (alpha / beta): -8.46 / -8.49 eV
* total charge: 0
* <S²>: 2.02

=====

No. 2
C25H69N6O8V as an isolated structure, computed with the ωB97M-V functional and the def2-TZVPD basis.

Element x y z (Å)
V: 2.621559 1.047089 1.526378
O: 2.161103 -2.402373 4.382467
O: -1.888819 -2.036277 5.894519
O: -3.754620 -2.255769 -1.338419
O: 4.002020 1.266235 0.801228
O: 5.748497 1.617753 -3.733574
O: 1.742043 0.236171 -0.116313
O: 2.033524 2.979888 0.741024
O: -0.350673 3.381394 -3.923093
N: 3.851455 -1.028415 -2.058574
N: -6.136987 -2.607294 -2.888240
N: 3.331017 -0.493508 2.894464
N: 0.900218 1.478606 2.842316
N: -2.122539 3.004643 -6.130129
N: -0.647969 -0.883415 3.501788
C: 0.084464 2.460411 2.047361
C: 2.546860 3.760635 -0.321563
C: -0.902751 3.805847 -2.698224
C: -2.072423 -1.285625 3.629256
C: 2.917420 -1.790569 2.215878
C: 4.228644 -0.156295 -3.185854
C: -6.117480 -1.663717 -1.755415
C: 5.472813 0.620698 -2.778937
C: -0.760472 2.080512 -4.289451
C: -1.097007 2.960023 2.861438
C: -2.117029 2.054745 -5.000705
C: 0.921182 3.564987 1.432400
C: -2.200326 -2.446637 4.585276
C: 1.748201 -3.389864 5.291149
C: -7.505166 -1.675022 -1.130906
C: -2.637321 -1.572651 2.267697
C: 3.091677 0.769365 -3.608991
C: -2.501267 0.675171 -5.478117
C: -5.017583 -2.002498 -0.761615
C: -3.027575 -1.096094 -1.600227
C: 3.953174 -2.170059 1.165954
C: 6.927791 2.311450 -3.405696
C: -2.410074 -2.936301 6.873743
C: 2.883694 -2.888413 3.270550
C: 0.523922 -0.217456 -0.597432
H: -0.823224 3.026058 -1.926470
H: 3.614998 -3.036860 0.598135
H: -6.078706 -3.573299 -2.566418
H: -1.795060 0.171491 -6.136457
H: -5.254870 -2.877598 -0.144941
H: -1.522421 -3.261938 4.282501
H: 3.271176 -1.760948 -2.462948
H: -3.211079 -2.877528 4.545430
H: -2.890021 2.393793 -4.301054
H: 2.198206 0.235371 -3.941101
H: 6.315459 -0.064833 -2.655542
H: 1.261337 -2.891681 6.127097
H: -3.494621 -0.410895 -2.326329
H: 2.890592 -0.631265 3.814086
H: -1.609380 2.582284 -6.899610
H: -3.530644 0.619375 -5.825397
H: 0.266251 4.052932 0.707900
H: 1.308879 4.289878 2.153831
H: -0.222226 -0.869422 4.424436
H: -1.966748 4.057036 -2.771293
H: 3.227212 3.122991 -0.892973
H: 3.436830 1.328420 -4.480817
H: 0.098847 0.456226 -1.358631
H: 1.951076 -1.662189 1.723161
H: 1.771310 3.967656 -1.062709
H: 4.150472 -1.404902 0.414327
H: -2.878074 -0.488946 -0.696751
H: -1.990801 -3.935678 6.729485
H: -1.816372 3.523637 2.270770
H: -1.573782 3.813581 -5.850503
H: -3.496846 -2.986416 6.774191
H: -0.031670 1.699000 -5.009703
H: -2.545243 -0.396282 4.055340
H: 0.207389 0.759894 3.167491
H: -2.422599 -0.797700 1.528803
H: -1.631723 2.114218 3.297762
H: -7.479475 -1.171909 -0.153107
H: -0.161026 -1.545374 2.905964
H: -2.544939 0.050648 -4.569964
H: -3.726125 -1.635946 2.308962
H: 1.053424 1.982440 3.723978
H: 5.214578 1.120726 -1.831720
H: -0.343103 4.692115 -2.403039
H: 1.027259 -4.105974 4.871308
H: -5.921615 -0.704111 -2.240284
H: 2.418785 -3.795967 2.873609
H: -0.336908 1.914861 1.195771
H: -2.117503 -2.498830 7.822515
H: -2.284730 -2.497978 1.801968
H: -5.261183 -2.544553 -3.403701
H: 3.172670 -0.514009 -1.491167
H: 7.010495 3.221481 -3.995197
H: -7.855646 -2.679014 -0.905361
H: -0.284277 -0.291443 0.154210
H: -8.153065 -1.054983 -1.742757
H: 6.982215 2.571199 -2.340720
H: 4.473523 -0.774701 -4.054841
H: 4.314197 -0.613725 3.143310
H: 4.914836 -2.369216 1.647077
H: 3.137238 4.634394 -0.048817
H: 0.630923 -1.212210 -1.049546
H: -0.803565 1.423071 -3.409481
H: 7.805553 1.685727 -3.617539
H: 3.925955 -3.116298 3.531115
H: -4.961381 -1.217482 0.015321
H: 2.547935 -4.028735 5.684451
H: 2.806387 1.448271 -2.800517
H: -0.749718 3.558913 3.709575
H: -2.058830 -1.294225 -2.059891

Cartesian forces, eV/Å:
0.6 -0.8 -3.8
0.0 0.0 -0.1
-0.1 0.0 -0.1
0.2 -0.1 0.0
-0.6 0.1 1.4
0.1 0.2 -0.1
1.0 0.7 2.0
-0.7 0.0 1.0
0.0 -0.2 0.3
-0.5 -0.1 -0.4
0.6 -0.4 -0.2
-0.9 -1.2 0.2
-0.5 1.4 0.6
0.2 -0.2 0.3
-0.2 0.4 -0.1
-0.6 -0.5 -0.5
0.8 -0.8 -1.7
-0.1 0.1 -0.1
1.0 0.6 0.1
1.0 -0.3 -0.3
-0.3 -0.1 -0.1
0.0 -1.1 -0.9
-0.8 0.2 0.0
-0.4 -0.5 -0.4
0.2 0.0 0.5
0.0 0.9 -0.7
-0.1 0.0 0.0
-0.4 -0.6 0.0
-0.4 -0.8 0.6
0.7 1.1 1.0
-0.6 -0.1 -0.7
0.3 0.1 -0.5
-0.3 -0.8 1.6
-0.2 0.2 1.2
0.1 1.2 -0.5
0.1 0.3 -0.3
0.6 -0.2 0.0
0.3 0.5 -0.5
-0.2 0.2 -0.2
-0.7 0.0 0.2
0.2 0.0 0.0
0.1 -0.2 0.2
-0.4 0.1 0.3
0.0 0.3 -0.3
-0.2 -0.3 -0.5
0.0 0.1 -0.1
0.2 -0.2 0.1
-0.1 0.2 0.0
0.0 0.0 0.0
0.1 -0.3 0.2
0.1 0.0 0.2
0.0 0.1 0.0
-0.4 -0.2 0.1
-0.2 0.7 -0.1
-0.1 0.0 -0.1
0.2 0.3 -0.6
0.2 0.3 0.0
-0.2 0.1 0.1
0.1 -0.4 0.0
0.0 0.1 -0.1
0.1 -0.1 0.4
-0.1 0.3 0.2
0.3 0.0 -0.1
-0.1 0.2 0.3
-0.2 0.4 0.4
-0.3 0.1 0.1
0.1 -0.2 0.1
0.0 0.0 0.2
0.1 0.1 0.0
-0.1 0.1 -0.1
0.0 0.0 0.2
0.2 0.0 0.2
-0.4 -0.3 0.1
0.4 -0.4 -0.7
0.2 0.2 0.3
0.0 -0.1 -0.2
0.1 0.0 -0.1
0.2 -0.1 0.3
0.2 -0.1 -0.2
0.0 -0.1 0.1
0.5 -0.1 -0.1
0.4 -0.2 0.2
-0.1 0.0 0.1
0.0 0.3 -0.3
0.0 0.2 0.4
0.0 0.0 -0.1
0.2 -0.2 0.1
-0.1 -0.3 0.2
0.1 -0.1 0.3
-0.1 0.4 -0.1
0.3 0.1 0.2
-0.2 0.0 -0.1
-0.2 -0.1 -0.5
0.2 -0.1 0.2
-0.4 -0.6 -0.1
-0.2 0.1 0.0
0.1 -0.1 0.1
0.1 0.4 -0.6
-0.1 -0.3 0.0
-0.4 0.1 0.5
0.0 0.0 0.0
0.2 0.0 0.0
0.0 0.1 0.0
-0.1 -0.1 0.3
0.2 0.2 -0.3
0.3 0.4 -0.1
0.0 0.1 0.0
-0.1 0.2 -0.1
0.0 -0.6 0.3

Computed properties:
* multiplicity: 2
* HOMO (alpha / beta): -10.80 / -10.80 eV
* energy above the lowest of the compared OMol25 structures with the same formula, charge and spin: 0.000 eV
* total charge: +1
* <S²>: 0.77

=====

For each record above, in turn, the calculated E_tot values are -107455.3783 -78044.9061 eV.